1.
ORCA calculation (ωB97M-V/def2-TZVPD) on a 23-piece molecular cluster, C52H157N31O23 overall at a distorted geometry.

Geometry as ORCA input:
```
! wB97M-V def2-TZVPD RIJCOSX def2/J DEFGRID3
* xyz 0 1
C 6.221 -0.104 4.841
O 5.598 0.906 4.452
N 5.873 -1.271 4.308
N 7.158 0.045 5.829
H 6.247 -2.106 4.803
H 4.952 -1.328 3.865
H 7.439 1.019 6.034
H 7.969 -0.513 6.038
C -6.892 -1.307 1.654
O -5.954 -1.148 2.437
N -7.522 -2.488 1.540
N -7.277 -0.372 0.806
H -8.427 -2.656 1.121
H -7.085 -3.267 1.971
H -7.739 -0.713 -0.030
H -6.689 0.485 0.898
C -0.529 -7.292 -0.660
O -0.345 -6.133 -0.264
N -1.786 -7.583 -1.059
N 0.584 -8.162 -0.765
H -2.059 -8.431 -1.510
H -2.423 -6.805 -1.098
H 0.586 -9.184 -0.829
H 1.462 -7.746 -0.449
C -2.755 -0.080 3.300
O -1.572 0.049 3.494
N -3.794 -0.208 4.209
N -3.268 0.005 2.094
H -3.517 -0.237 5.209
H -4.536 -0.787 3.847
H -4.274 -0.221 1.960
H -2.652 -0.022 1.291
C 2.373 -1.061 3.801
O 3.392 -1.484 3.264
N 2.489 -0.079 4.794
N 1.082 -1.595 3.566
H 1.674 0.446 5.175
H 3.403 0.102 5.177
H 0.295 -1.040 3.896
H 0.994 -2.049 2.678
C -0.207 3.173 3.108
O 0.116 4.338 3.292
N 0.708 2.203 3.291
N -1.390 2.863 2.586
H 1.504 2.516 3.810
H 0.607 1.216 3.084
H -2.081 3.648 2.502
H -1.699 1.945 2.856
C 3.822 2.714 2.110
O 3.225 3.361 1.259
N 3.836 1.374 2.096
N 4.555 3.381 3.063
H 3.351 1.041 1.280
H 4.354 0.750 2.747
H 5.368 2.864 3.351
H 4.920 4.279 2.763
C 0.637 4.833 -0.631
O 0.575 5.230 -1.793
N 0.274 5.536 0.452
N 1.149 3.663 -0.399
H 0.504 5.262 1.438
H 0.361 6.527 0.310
H 1.523 3.145 -1.226
H 1.554 3.370 0.473
C 3.869 -2.310 -7.210
O 4.654 -3.198 -6.909
N 3.881 -1.052 -6.518
N 2.934 -2.571 -8.277
H 4.553 -1.244 -5.757
H 3.091 -0.477 -6.177
H 2.374 -1.781 -8.632
H 3.259 -3.285 -8.922
C 4.656 -0.810 -2.902
O 4.923 -0.077 -3.827
N 5.345 -1.838 -2.415
N 3.502 -0.613 -2.166
H 5.014 -2.465 -1.713
H 6.001 -2.287 -3.028
H 3.436 -0.886 -1.199
H 2.987 0.250 -2.375
C -3.487 -1.416 -6.682
O -3.448 -1.077 -7.839
N -3.577 -2.725 -6.337
N -3.580 -0.488 -5.616
H -3.626 -3.028 -5.356
H -3.290 -3.401 -7.029
H -2.997 -0.800 -4.855
H -3.362 0.453 -5.975
C 2.432 2.867 -3.840
O 2.142 2.174 -2.881
N 1.913 4.097 -4.103
N 3.287 2.284 -4.776
H 2.354 4.681 -4.783
H 1.260 4.486 -3.487
H 3.977 2.795 -5.271
H 3.729 1.390 -4.449
C -2.932 -3.661 0.980
C -1.838 -3.517 2.045
C -2.163 -4.483 3.169
O -0.485 -3.659 1.480
H -2.731 -3.016 0.123
H -3.909 -3.365 1.353
H -2.969 -4.681 0.646
H -1.845 -2.468 2.297
H -1.855 -5.464 2.896
H -3.203 -4.385 3.494
H -1.618 -4.226 4.052
H -0.521 -4.448 0.907
C -0.100 -0.573 -2.154
C -0.588 -0.622 -0.755
C 0.241 0.193 0.150
O -1.964 -0.253 -0.607
H -0.095 0.445 -2.537
H -0.760 -1.196 -2.790
H 0.958 -0.900 -2.222
H -0.548 -1.634 -0.345
H -0.032 0.061 1.197
H 0.150 1.279 -0.056
H 1.321 -0.027 -0.019
H -2.237 0.468 -1.228
C -4.719 5.510 2.667
C -5.191 4.061 2.359
C -5.542 3.317 3.632
O -6.332 4.094 1.504
H -4.405 6.026 1.744
H -3.943 5.647 3.446
H -5.564 6.122 3.016
H -4.427 3.450 1.879
H -5.804 2.268 3.436
H -6.349 3.779 4.202
H -4.729 3.264 4.352
H -6.807 4.939 1.574
C 3.189 -4.407 -0.537
C 2.935 -3.790 0.820
C 2.725 -4.835 1.839
O 4.047 -2.968 1.112
H 4.110 -5.008 -0.533
H 3.397 -3.570 -1.150
H 2.364 -4.973 -0.934
H 1.959 -3.194 0.757
H 1.883 -5.433 1.568
H 2.541 -4.382 2.835
H 3.616 -5.427 1.818
H 3.737 -2.554 1.929
C 5.239 3.831 -1.922
C 6.576 3.141 -1.798
C 6.578 2.090 -0.721
O 7.908 1.659 -0.472
C 7.969 0.559 0.373
N 6.877 2.618 -3.122
H 5.264 4.680 -2.621
H 4.898 4.213 -0.943
H 4.399 3.136 -2.156
H 7.324 3.868 -1.556
H 5.992 1.267 -1.010
H 6.142 2.539 0.192
H 9.030 0.195 0.394
H 7.380 -0.305 -0.017
H 7.683 0.862 1.374
H 6.173 1.991 -3.444
H 7.712 2.057 -3.107
C -5.135 -2.295 -1.415
C -4.217 -3.157 -2.265
C -5.079 -3.836 -3.318
O -6.143 -4.661 -2.637
C -6.614 -5.635 -3.481
N -3.137 -2.419 -2.844
H -5.967 -2.900 -1.065
H -5.493 -1.409 -1.904
H -4.561 -1.965 -0.543
H -3.887 -3.976 -1.571
H -4.519 -4.547 -3.894
H -5.479 -3.143 -4.046
H -5.858 -6.436 -3.618
H -6.911 -5.219 -4.454
H -7.524 -6.139 -3.016
H -2.818 -1.615 -2.245
H -2.332 -3.031 -2.852
C -6.541 1.942 -2.347
C -5.213 1.689 -1.574
C -4.012 2.561 -2.059
O -2.855 2.273 -1.284
C -1.870 3.278 -1.218
N -5.447 2.021 -0.178
H -6.380 1.846 -3.445
H -6.904 2.958 -2.270
H -7.390 1.349 -1.971
H -5.117 0.654 -1.624
H -4.323 3.594 -1.956
H -3.880 2.284 -3.055
H -2.227 4.127 -0.630
H -1.615 3.663 -2.211
H -0.985 2.816 -0.775
H -5.671 3.010 -0.001
H -4.585 1.931 0.368
C -0.712 1.469 8.442
C -1.038 0.970 6.982
C -2.338 1.579 6.648
O -3.481 0.941 7.134
C -4.501 1.843 7.535
N 0.011 1.459 6.107
H 0.274 1.222 8.802
H -1.469 1.148 9.141
H -0.678 2.554 8.471
H -1.025 -0.128 7.037
H -2.435 1.655 5.572
H -2.276 2.626 7.033
H -4.927 2.542 6.793
H -4.274 2.462 8.393
H -5.367 1.184 7.762
H -0.355 1.620 5.185
H 0.367 2.362 6.393
C 1.946 -3.491 -3.878
C 0.392 -3.481 -3.764
C -0.252 -4.488 -4.715
O 0.130 -4.460 -6.033
C 0.033 -3.244 -6.735
N -0.145 -3.847 -2.491
H 2.425 -2.788 -3.190
H 2.334 -3.246 -4.877
H 2.349 -4.471 -3.555
H 0.040 -2.464 -3.999
H -1.359 -4.224 -4.557
H 0.001 -5.451 -4.314
H -0.970 -2.839 -6.617
H 0.316 -3.381 -7.777
H 0.739 -2.540 -6.262
H 0.016 -3.054 -1.881
H 0.231 -4.719 -2.137
C 0.638 2.169 -8.485
C 0.311 0.894 -7.672
C -1.133 0.810 -7.103
O -1.521 1.887 -6.301
C -0.851 1.864 -5.066
N 0.557 -0.263 -8.488
H 0.554 3.058 -7.893
H -0.071 2.269 -9.282
H 1.648 2.152 -8.882
H 1.052 0.896 -6.893
H -1.179 -0.128 -6.533
H -1.833 0.778 -7.923
H 0.216 1.822 -5.144
H -1.062 0.883 -4.648
H -1.218 2.709 -4.488
H 0.665 -0.004 -9.482
H -0.305 -0.826 -8.462
C 4.989 4.293 6.884
C 3.623 3.570 6.878
C 2.761 4.042 8.034
O 3.213 3.858 9.331
C 3.017 2.497 9.777
N 2.825 3.827 5.721
H 4.795 5.338 6.736
H 5.668 3.945 6.081
H 5.564 4.092 7.810
H 3.709 2.490 7.081
H 1.827 3.448 7.954
H 2.645 5.108 7.934
H 3.596 2.384 10.682
H 3.280 1.761 9.022
H 1.973 2.350 9.974
H 2.664 4.796 5.569
H 3.493 3.627 4.967
*
```

Summary:
**Lowest unoccupied orbital energy**: 0.1 eV
**F_max**: 4.19 eV/A
**Orbital gap**: 8.73 eV
**HOMO energy**: -8.6 eV
**DFT total energy**: -149766.59626 eV

2.
ORCA calculation (ωB97M-V/def2-TZVPD) on C52H28Cl4F8N5Zr as an isolated structure.

Geometry as ORCA input:
```
! wB97M-V def2-TZVPD RIJCOSX def2/J DEFGRID3
* xyz 1 1
Zr 0.369 -0.040 -0.227
Cl -4.154 5.230 -6.593
C -3.305 4.401 -5.335
C -3.065 5.047 -4.132
C -2.384 4.379 -3.128
C -1.938 3.075 -3.318
C -2.187 2.444 -4.533
C -2.871 3.101 -5.543
C -1.193 2.371 -2.233
C -1.918 1.933 -1.115
C -3.310 2.193 -0.899
C -3.627 1.682 0.318
C -2.450 1.064 0.846
C -2.397 0.347 2.036
C -3.655 0.221 2.826
C -4.691 -0.590 2.372
C -5.855 -0.734 3.109
C -5.983 -0.051 4.309
Cl -7.433 -0.222 5.236
C -4.966 0.766 4.776
C -3.803 0.897 4.033
C -1.266 -0.309 2.531
N -0.025 -0.329 1.937
C 0.769 -1.130 2.723
C 2.140 -1.341 2.515
C 2.853 -2.273 3.433
C 3.069 -1.940 4.767
C 3.746 -2.808 5.608
C 4.206 -4.018 5.109
Cl 5.051 -5.104 6.157
C 4.001 -4.366 3.784
C 3.327 -3.489 2.949
C 2.890 -0.680 1.555
C 4.323 -0.703 1.489
C 4.692 0.130 0.490
C 3.490 0.658 -0.091
N 2.396 0.164 0.573
C 3.465 1.503 -1.203
C 2.304 1.942 -1.822
C 2.273 2.786 -2.986
C 0.978 2.969 -3.319
C 0.185 2.281 -2.336
N 1.017 1.640 -1.437
C 4.772 1.918 -1.789
C 5.221 1.337 -2.971
C 6.434 1.712 -3.525
C 7.199 2.679 -2.889
Cl 8.714 3.155 -3.576
C 6.769 3.268 -1.710
C 5.555 2.882 -1.164
C 0.004 -1.649 3.812
C -1.247 -1.125 3.704
N -1.403 1.245 -0.044
H -3.406 6.063 -3.987
H -2.189 4.882 -2.188
H -1.843 1.430 -4.694
H -3.067 2.614 -6.488
H -3.949 2.727 -1.581
H -4.578 1.724 0.823
H -4.583 -1.121 1.433
H -6.657 -1.369 2.761
H -5.086 1.294 5.711
H -3.005 1.534 4.394
H 2.716 -0.990 5.147
H 3.924 -2.551 6.642
H 4.367 -5.313 3.412
H 3.169 -3.752 1.910
H 4.960 -1.268 2.148
H 5.690 0.371 0.164
H 3.146 3.193 -3.469
H 0.577 3.556 -4.128
H 4.618 0.580 -3.457
H 6.789 1.261 -4.440
H 7.378 4.021 -1.231
H 5.211 3.342 -0.245
H 0.377 -2.311 4.575
H -2.084 -1.282 4.363
F 1.403 -2.065 -0.788
C 1.043 -1.355 -2.031
F 2.232 -0.979 -2.566
C 0.491 -2.426 -2.973
F -0.482 -3.150 -2.405
F 1.436 -3.274 -3.381
F -0.021 -1.813 -4.049
F -4.594 -5.371 0.273
C -4.847 -4.184 -0.281
F -5.351 -4.387 -1.501
F -5.796 -3.580 0.456
C -3.612 -3.314 -0.333
C -2.552 -3.541 0.526
C -1.483 -2.665 0.491
N -1.441 -1.614 -0.333
C -2.464 -1.415 -1.173
C -3.568 -2.240 -1.209
H -2.553 -4.374 1.213
H -0.635 -2.802 1.152
H -2.392 -0.562 -1.838
H -4.375 -2.044 -1.900
*
```

Summary:
**Lowest unoccupied orbital energy**: -4.3 eV
**F_max**: 0.31 eV/A
**Orbital gap**: 6.00 eV
**HOMO energy**: -10.3 eV
**DFT total energy**: -134939.72410 eV
**Energy above the lowest of the compared OMol25 structures with the same formula, charge and spin**: 0.0 kcal/mol

3.
ORCA calculation (ωB97M-V/def2-TZVPD) on C52H28Cl4F8N5Zr as an isolated structure.

Geometry as ORCA input:
```
! wB97M-V def2-TZVPD RIJCOSX def2/J DEFGRID3
* xyz 1 1
Zr -0.172 -0.329 -0.258
Cl 7.285 -5.265 1.989
C 5.844 -4.327 1.870
C 5.325 -3.720 3.001
C 4.166 -2.964 2.906
C 3.517 -2.808 1.683
C 4.058 -3.438 0.556
C 5.215 -4.195 0.645
C 2.274 -2.040 1.490
C 2.213 -0.662 1.776
C 3.151 0.072 2.553
C 2.650 1.329 2.699
C 1.423 1.392 1.965
C 0.698 2.555 1.747
C 1.223 3.828 2.324
C 2.399 4.388 1.827
C 2.881 5.587 2.325
C 2.184 6.230 3.335
Cl 2.779 7.724 3.965
C 1.017 5.689 3.848
C 0.536 4.490 3.337
C -0.467 2.649 0.959
N -1.096 1.599 0.330
C -2.137 2.131 -0.391
C -3.106 1.368 -1.071
C -4.152 2.080 -1.861
C -5.133 2.848 -1.237
C -6.104 3.494 -1.986
C -6.091 3.376 -3.366
Cl -7.296 4.187 -4.300
C -5.128 2.615 -4.006
C -4.161 1.965 -3.249
C -3.205 -0.011 -0.957
C -4.344 -0.777 -1.354
C -4.147 -2.048 -0.913
C -2.861 -2.084 -0.276
N -2.296 -0.836 -0.309
C -2.272 -3.248 0.234
C -0.959 -3.301 0.693
C -0.287 -4.503 1.125
C 1.010 -4.185 1.346
C 1.147 -2.779 1.124
N -0.067 -2.254 0.726
C -3.074 -4.509 0.211
C -2.765 -5.522 -0.695
C -3.518 -6.688 -0.736
C -4.582 -6.841 0.137
Cl -5.521 -8.292 0.092
C -4.904 -5.848 1.046
C -4.149 -4.681 1.078
C -2.147 3.546 -0.244
C -1.128 3.867 0.613
N 1.161 0.141 1.434
H 5.824 -3.847 3.953
H 3.765 -2.508 3.803
H 3.560 -3.341 -0.404
H 5.627 -4.682 -0.230
H 4.066 -0.316 2.975
H 3.074 2.144 3.266
H 2.944 3.877 1.039
H 3.792 6.024 1.934
H 0.491 6.204 4.643
H -0.379 4.063 3.734
H -5.144 2.929 -0.155
H -6.872 4.086 -1.504
H -5.136 2.534 -5.085
H -3.404 1.364 -3.743
H -5.202 -0.379 -1.873
H -4.808 -2.895 -1.013
H -0.767 -5.461 1.252
H 1.805 -4.829 1.691
H -1.936 -5.390 -1.381
H -3.286 -7.474 -1.443
H -5.738 -5.989 1.721
H -4.397 -3.899 1.787
H -2.853 4.217 -0.712
H -0.851 4.848 0.970
F -0.580 -0.406 -2.532
C 0.415 -1.475 -2.213
F -0.282 -2.618 -2.350
C 1.377 -1.423 -3.396
F 1.975 -0.227 -3.490
F 0.775 -1.670 -4.553
F 2.328 -2.350 -3.208
F 4.045 5.030 -2.808
C 4.463 4.045 -2.014
F 5.554 3.501 -2.556
F 4.821 4.589 -0.838
C 3.388 3.013 -1.787
C 2.058 3.330 -1.970
C 1.114 2.376 -1.657
N 1.443 1.169 -1.193
C 2.738 0.860 -1.061
C 3.744 1.755 -1.339
H 1.751 4.298 -2.338
H 0.061 2.589 -1.779
H 2.970 -0.137 -0.713
H 4.780 1.472 -1.210
*
```

Summary:
**Lowest unoccupied orbital energy**: -4.4 eV
**F_max**: 0.63 eV/A
**Orbital gap**: 5.85 eV
**HOMO energy**: -10.2 eV
**DFT total energy**: -134939.53033 eV
**Energy above the lowest of the compared OMol25 structures with the same formula, charge and spin**: 4.5 kcal/mol

The highest lowest unoccupied orbital energy belongs to which entry?
C52H157N31O23

Among the records above, which one has the lowest lowest unoccupied orbital energy?
number 3

Which of these has the lowest F_max?
number 2

Which of these has the lowest DFT total energy?
C52H157N31O23